Record 1
{"formula": "C5H10NO2", "method": "wB97M-V/def2-TZVPD", "symbols": ["O", "C", "C", "C", "C", "C", "O", "N", "H", "H", "H", "H", "H", "H", "H", "H", "H", "H"], "positions_angstrom": [[1.62567, -0.60691, -0.29632], [0.49648, -0.95388, 0.26986], [-0.73841, -0.46621, -0.79947], [-0.69586, 1.07336, -0.76403], [-0.83368, 1.52897, 0.71725], [0.30256, 0.93674, 1.51107], [0.17590, -0.48278, 1.59095], [-0.34861, -1.03680, -2.08853], [0.36501, -2.05609, 0.33470], [-1.68109, -0.95691, -0.51951], [-1.42721, 1.52230, -1.45234], [0.32907, 1.29277, -1.07012], [-1.82539, 1.23871, 1.07983], [-0.87841, 2.62042, 0.84075], [0.26010, 1.30023, 2.55211], [1.26037, 1.09535, 1.00232], [-0.22370, -2.04215, -1.97507], [0.62843, -0.75744, -2.21819]], "atomic_forces_ev_per_a": [[0.4, 0.3, 0.9], [-1.3, -0.7, -2.8], [1.6, -0.9, 1.5], [-0.3, -0.8, 0.4], [-0.7, 0.4, -1.1], [-0.4, -0.6, 1.1], [0.2, 0.8, 0.0], [0.1, 0.4, -0.7], [-0.2, -0.2, 0.3], [-0.1, 0.5, 0.2], [0.2, 0.1, 0.2], [-0.1, 0.3, -0.3], [0.1, -0.5, 0.3], [0.5, 0.0, -0.3], [0.3, 0.0, -0.3], [0.0, 0.6, 0.3], [-0.3, 0.0, 0.2], [-0.1, 0.2, 0.2]], "mulliken_charge": [-0.854, -0.149, -0.065, -0.876, -0.580, -0.535, -0.427, -0.859, 0.392, 0.369, 0.365, 0.248, 0.297, 0.348, 0.310, 0.361, 0.296, 0.359], "multiplicity": 1, "e_lumo_ev": 4.22, "e_tot_ha": -401.747760, "homo_lumo_gap_ev": 6.87, "smiles": "N[C@@H]1CCCO[C@@H]1[O-]", "total_charge": -1, "relative_energy_kj_mol": 207.6, "largest_force_ha_per_bohr": 0.060, "e_homo_ev": -2.6}

---

Record 2
{"formula": "C5H10NO2", "method": "wB97M-V/def2-TZVPD", "symbols": ["O", "C", "N", "C", "O", "C", "C", "C", "H", "H", "H", "H", "H", "H", "H", "H", "H", "H"], "positions_angstrom": [[-0.37228, 1.83262, -0.80431], [-0.49164, 0.85512, -0.16014], [0.08289, 0.48639, 1.04432], [1.37115, 1.08344, 1.80107], [1.53575, 0.61696, 2.93610], [-1.27627, -0.35495, -0.76552], [-0.25908, -1.27888, -1.50652], [-0.65688, -2.60236, -2.21685], [-0.11438, -0.49373, 1.31802], [2.18807, 0.72728, 1.06385], [1.14203, 2.12220, 1.78713], [-1.85772, -0.82533, -0.08163], [-2.02556, 0.06510, -1.43925], [0.54378, -1.46873, -0.73745], [0.39153, -0.56587, -2.13235], [-1.02704, -2.39661, -3.16412], [0.16191, -3.26216, -2.12439], [-1.41430, -3.11775, -1.76675]], "atomic_forces_ev_per_a": [[0.7, 3.7, -1.6], [0.1, -5.3, 3.0], [-1.0, 0.0, -1.1], [0.3, -0.8, -2.8], [0.2, -1.7, 3.5], [1.3, 1.4, -2.8], [1.9, 1.4, 1.0], [1.4, 2.6, 1.3], [0.3, 1.1, -0.1], [-0.4, 0.9, 0.0], [0.0, 1.7, -0.8], [-1.3, -1.9, 2.5], [0.2, 0.1, -0.5], [-0.9, -0.4, -0.4], [-1.3, -1.1, 0.1], [-0.1, 0.1, -2.2], [1.1, -0.7, -0.8], [-2.3, -1.1, 1.8]], "mulliken_charge": [-0.621, 0.542, -0.182, -0.346, -0.785, -0.947, -0.266, -1.377, 0.230, 0.135, 0.185, 0.412, 0.356, 0.267, 0.267, 0.345, 0.374, 0.409], "multiplicity": 1, "e_lumo_ev": 3.51, "e_tot_ha": -401.730646, "homo_lumo_gap_ev": 6.38, "smiles": "CCCC(=O)NC[O-]", "total_charge": -1, "relative_energy_kj_mol": 252.5, "largest_force_ha_per_bohr": 0.118, "e_homo_ev": -2.9}

---

Record 3
{"formula": "C5H10NO2", "method": "wB97M-V/def2-TZVPD", "symbols": ["O", "C", "O", "C", "C", "C", "C", "N", "H", "H", "H", "H", "H", "H", "H", "H", "H", "H"], "positions_angstrom": [[1.43687, 1.50802, 2.25084], [1.49771, 1.11853, 1.10493], [2.66847, 0.92711, 0.39470], [0.34440, 0.82308, 0.18417], [-0.39864, -0.46117, 0.59184], [-1.63988, -0.66757, -0.20497], [-2.49591, -1.70003, -0.12603], [0.85256, 0.55695, -1.26570], [3.43378, 0.86893, 0.94263], [-0.46014, 1.61246, 0.00695], [0.21484, -1.38039, 0.61458], [-0.53306, -0.41753, 1.68141], [-1.89472, 0.06322, -0.96907], [-3.36296, -1.73295, -0.77705], [-2.46383, -2.63728, 0.42048], [1.07767, -0.43180, -1.43040], [0.06272, 0.82417, -1.85704], [1.66012, 1.12625, -1.56227]], "atomic_forces_ev_per_a": [[-0.2, 0.5, 2.0], [-1.1, 0.0, -2.8], [0.6, -0.3, -1.4], [0.6, -0.4, 0.3], [0.1, -0.5, 0.5], [-1.0, -1.3, 0.3], [-0.2, 0.0, -0.8], [-0.3, 0.4, -0.2], [0.6, 0.0, 1.0], [0.4, -0.3, 0.8], [0.3, 0.3, -0.7], [-0.6, 0.7, -0.2], [0.0, 0.3, 0.2], [0.1, 0.3, -0.2], [0.6, 0.4, 0.6], [0.0, 0.1, 0.1], [0.2, -0.4, -0.2], [-0.1, -0.1, 0.6]], "mulliken_spin": [0.189, 0.357, -0.051, 0.230, -0.042, 0.024, 0.054, 0.437, 0.024, 0.050, 0.018, 0.004, -0.020, 0.001, 0.005, -0.098, -0.047, -0.136], "multiplicity": 2, "e_lumo_ev": [0.29, 0.14], "s_squared": 0.753, "e_tot_ha": -401.584637, "homo_lumo_gap_ev": [3.42, 9.31], "total_charge": 0, "relative_energy_kj_mol": 290.9, "largest_force_ha_per_bohr": 0.058, "e_homo_ev": [-3.1, -9.2]}

---

Record 4
{"formula": "C5H10NO2", "method": "wB97M-V/def2-TZVPD", "symbols": ["C", "C", "C", "C", "N", "C", "O", "O", "H", "H", "H", "H", "H", "H", "H", "H", "H", "H"], "positions_angstrom": [[1.08662, 0.09112, 0.33565], [0.52758, 0.83021, -0.95401], [0.55609, -0.09762, -2.15638], [1.35790, 2.09752, -1.12095], [0.25433, -0.96327, 0.73556], [-1.16935, -0.80180, 1.20017], [-1.47752, 0.39192, 1.28886], [-1.75739, -1.86740, 1.25167], [1.02770, 0.85847, 1.11184], [2.07203, -0.28155, 0.08605], [-0.51319, 1.00498, -0.74377], [1.48376, -0.67462, -2.28451], [0.51752, 0.48715, -3.07659], [-0.21542, -0.86847, -2.14208], [1.04946, 2.61896, -2.02636], [2.42664, 1.90921, -1.07974], [1.03543, 2.75812, -0.30887], [0.48702, -1.93071, 0.51708]], "atomic_forces_ev_per_a": [[-0.7, 0.3, -0.4], [0.6, -1.0, -0.3], [0.8, -0.5, -0.5], [-1.3, 0.2, 0.5], [0.4, -0.7, -0.1], [-1.3, 1.5, -0.3], [0.4, -0.5, 0.3], [0.4, -0.5, 0.1], [0.2, -0.1, 0.1], [0.3, 0.1, 0.3], [-0.3, 0.6, 0.3], [0.2, 0.3, 0.4], [-0.5, 0.0, 0.0], [-0.3, 0.3, 0.0], [0.3, -0.1, -0.2], [0.1, 0.1, -0.1], [0.5, 0.1, 0.0], [0.1, 0.1, -0.1]], "mulliken_spin": [-0.002, 0.123, 0.001, 0.011, 0.773, -0.034, 0.039, 0.087, 0.029, 0.004, -0.006, 0.002, 0.003, 0.002, 0.005, -0.001, -0.001, -0.036], "multiplicity": 2, "e_lumo_ev": [0.49, -3.18], "s_squared": 0.756, "e_tot_ha": -401.686476, "homo_lumo_gap_ev": [10.43, 6.60], "total_charge": 0, "relative_energy_kj_mol": 23.5, "largest_force_ha_per_bohr": 0.039, "e_homo_ev": [-9.9, -9.8]}

---

Record 5
{"formula": "C5H10NO2", "method": "wB97M-V/def2-TZVPD", "symbols": ["C", "C", "C", "C", "C", "N", "O", "O", "H", "H", "H", "H", "H", "H", "H", "H", "H", "H"], "positions_angstrom": [[-0.70571, -0.28154, 0.06543], [-1.09892, -0.04538, -1.82926], [1.71438, 0.27293, -0.67370], [1.26640, -0.54217, 1.54733], [-0.28503, 1.00251, 0.77606], [0.76944, 0.06865, 0.36897], [-3.28376, -0.70484, -1.37171], [-2.15857, -0.30536, -2.24937], [2.74104, 0.09905, -0.30147], [1.76520, -0.35266, -1.58434], [1.66590, 1.35617, -0.94949], [2.30093, -0.21293, 1.81946], [0.58062, -0.24675, 2.26861], [1.19431, -1.61688, 1.49163], [-0.63735, 1.09954, 1.83517], [-0.42805, 1.87172, 0.11992], [-1.27158, -1.06073, 0.53371], [-4.12925, -0.40132, -1.86695]], "atomic_forces_ev_per_a": [[-0.2, 2.5, -2.6], [5.4, 0.5, 4.2], [2.8, 2.1, -2.1], [2.0, -1.7, 1.3], [-2.8, 0.3, -1.9], [-2.7, -1.2, 0.0], [-2.5, -0.1, 0.8], [-3.4, -0.1, -2.4], [-0.6, 0.3, 0.4], [-1.3, 0.1, 0.6], [0.1, -1.0, -0.2], [-1.0, -0.2, -0.4], [-0.6, 0.1, 1.9], [0.5, -0.4, -0.2], [1.1, 0.0, -1.1], [0.5, -0.1, 0.5], [0.5, -0.6, 0.5], [2.1, -0.6, 0.6]], "mulliken_charge": [-0.183, -0.039, -0.819, -0.917, -0.579, 0.385, -0.339, 0.011, 0.350, 0.312, 0.348, 0.391, 0.347, 0.366, 0.275, 0.289, 0.439, 0.364], "multiplicity": 1, "e_lumo_ev": -3.95, "e_tot_ha": -401.188387, "homo_lumo_gap_ev": 9.21, "total_charge": 1, "relative_energy_kj_mol": 883.8, "largest_force_ha_per_bohr": 0.133, "e_homo_ev": -13.2}

---

Which formula does entry 1 have? C5H10NO2

---

Which formula does entry 3 have? C5H10NO2

---

multiplicity of number 2 (C5H10NO2)? 1